Record 1
The following is a quantum chemistry calculation of C36H27BrN7O5RbSe as an isolated structure, from OMol25.

For the frontier orbital gap, the calculation gives 5.17 eV. As for the energy relative to the best compared isomer or geometry (same formula, charge and spin): 1.093 eV. Its total charge is -2. Its LUMO energy is 2.34 eV.

```
78
Properties=species:S:1:pos:R:3:lowdin_charge:R:1
C 3.996 0.853 0.291 -0.0439
C 3.234 -1.521 -0.008 -0.0114
H 3.445 1.328 -0.524 0.0629
C 2.473 -0.328 1.918 -0.0522
H -2.127 6.535 6.335 0.1080
C -4.048 2.747 0.964 -0.0241
O 0.474 -0.499 -7.819 -0.0610
C 0.843 -1.338 3.553 -0.0386
H 0.778 0.492 -5.525 0.1236
Rb -0.159 0.134 -0.213 0.9827
H 0.948 4.809 3.747 0.0990
C -1.533 4.719 7.317 -0.1427
H 1.774 -4.603 -0.121 0.0702
C -1.795 2.858 1.965 -0.1331
N -4.889 -3.343 1.272 -0.2443
H 1.228 -1.964 4.362 0.0771
H -5.379 4.291 1.594 0.1042
C 0.257 -2.784 -5.004 -0.0297
C 0.347 -2.745 -3.628 -0.1792
C 2.506 -3.873 -0.473 -0.0514
H 4.135 1.564 1.108 0.0712
H -1.374 5.658 3.825 0.1051
H 2.268 -3.609 -1.506 0.0661
O 2.164 0.824 -2.251 -0.0566
C 0.335 -1.608 -7.270 -0.7015
C 0.139 4.263 3.277 -0.0494
H 4.978 0.577 -0.097 0.0788
H 0.070 -3.701 -5.546 0.0997
H 1.411 2.680 2.540 0.0915
H 3.762 -1.533 -0.955 0.1317
C -3.554 4.435 2.660 -0.2831
C 1.770 -2.582 1.568 -0.0445
H -0.863 5.206 8.012 0.0926
C -3.722 -3.328 0.666 -0.3981
C -2.625 -2.709 1.383 -0.4503
H -4.257 -4.343 -1.188 0.1156
C -1.176 -3.132 -0.307 -0.1323
N -4.175 5.386 3.438 0.0328
H -4.737 2.299 0.260 0.1027
O -2.452 1.064 0.550 -0.1830
H 3.485 -4.357 -0.473 0.0773
C -2.181 4.000 2.700 -0.1091
C -4.391 3.854 1.692 -0.0458
C 0.419 -1.600 -5.721 -0.1109
C -2.233 5.458 6.375 -0.0548
N -2.912 -2.229 2.574 -0.2160
C 1.722 -1.419 2.334 -0.2934
H -0.168 -1.678 3.319 0.0572
H 0.777 -0.313 3.920 0.0742
C -2.571 2.712 6.481 -0.1239
C 0.660 -0.444 -4.996 0.0493
H 0.237 -3.664 -3.051 0.0789
C 3.242 -0.363 0.755 -0.2770
H -0.185 -3.019 -0.742 0.0802
H -3.910 2.955 4.835 0.1205
C -3.455 -3.883 -0.627 -0.0012
Br -0.758 2.322 8.650 0.6762
C -1.149 4.725 3.328 -0.0205
C 0.401 3.075 2.586 -0.1443
C 0.750 -0.499 -3.607 -0.1941
C -2.194 -3.784 -1.095 -0.0210
N -1.358 -2.615 0.867 0.1123
C -2.770 2.122 1.114 -0.3923
C -3.251 3.455 5.533 -0.0226
H 2.429 0.595 2.488 0.1002
H -1.922 -4.149 -2.076 0.1015
Se -4.645 -2.481 2.810 1.0962
C -1.708 3.349 7.360 -0.7051
O 0.098 -2.726 -7.777 -0.0808
H -2.700 1.639 6.526 0.0990
C 2.509 -2.640 0.392 -0.2719
N -0.525 2.405 1.937 0.1006
N -3.867 5.679 4.630 0.0184
N 0.593 -1.638 -2.918 0.0911
O 0.028 1.458 -2.498 -0.1595
C 1.018 0.732 -2.744 -0.7864
C -3.081 4.842 5.456 -0.3191
H 1.176 -3.438 1.869 0.1118
```



Record 2
The following is a quantum chemistry calculation of C36H27N2O7RhTe as an isolated structure, from OMol25.

For the frontier orbital gap (spin up / spin down), the calculation gives 5.97 / 5.98 eV. As for the energy relative to the best compared isomer or geometry (same formula, charge and spin): 1.975 eV. Its LUMO energy (spin up / spin down) is -2.37 / -2.35 eV.

```
74
Properties=species:S:1:pos:R:3:lowdin_charge:R:1
H 0.674 6.416 -3.807 0.0814
H 3.006 2.917 -2.581 0.1296
O -2.772 5.131 0.765 0.1078
C -0.431 4.989 -2.659 -0.2529
C -0.947 -4.160 -4.741 -0.0770
O -3.825 -1.672 0.749 0.0802
C 1.739 -3.539 -5.008 -0.1542
O 1.683 0.128 1.561 -0.1055
C 1.499 0.906 -4.836 -0.0288
H 0.622 0.292 -4.958 0.1239
C -0.360 6.128 -3.622 -0.0484
H 2.785 -3.288 -5.115 0.0918
C -0.786 2.566 4.458 -0.0921
H 1.359 -3.469 -7.109 0.1029
N -0.715 -0.689 2.004 0.0683
C -1.041 5.138 -1.418 0.0463
H -0.793 5.850 -4.581 0.0823
H -3.687 -1.350 3.378 0.1372
H 0.649 3.473 1.540 0.1236
H 2.199 0.544 -6.820 0.1063
O -1.897 -1.098 -0.230 -0.0730
C -2.641 -1.099 3.328 0.0949
C -1.120 4.091 -0.522 -0.0609
C 0.073 2.654 -2.109 -0.0624
C 3.494 1.872 -5.760 -0.0736
C -1.459 3.602 1.975 -0.1496
C 3.719 2.538 -4.567 -0.0630
C 1.324 -1.925 -1.264 -0.5363
C -0.537 -0.561 4.361 0.0555
C -1.892 -0.873 4.490 -0.2792
O -2.505 -0.967 5.679 0.0984
C -0.408 -3.950 -6.000 -0.0837
H 4.576 3.189 -4.467 0.1083
H 0.931 -1.256 -3.260 0.1012
H 0.300 -2.247 -1.058 0.0384
H -0.893 6.988 -3.231 0.0766
H 4.181 1.986 -6.586 0.1060
C 2.837 2.393 -3.511 -0.0239
C 2.384 1.056 -5.889 -0.0644
C -1.998 -0.998 2.114 -0.1361
H -3.466 3.612 2.689 0.1200
C -2.678 -1.281 0.737 -0.6123
H -2.882 2.665 4.899 0.1062
C 1.361 -0.851 -2.335 -0.3188
C -2.444 3.365 2.932 -0.0078
C -0.143 -4.069 -3.619 -0.1431
C 1.204 -3.764 -3.748 -0.5592
C 0.109 3.751 -2.975 0.0236
N 0.590 0.292 -1.912 -0.0053
H -0.517 2.197 5.438 0.1057
H 2.406 -0.571 -2.544 0.1266
C -0.630 2.786 -0.850 -0.2697
C 1.718 1.572 -3.635 -0.2093
H -1.883 -0.805 6.402 0.1245
H 0.563 3.624 -3.947 0.1257
O -0.894 1.833 -0.056 -0.0841
H 1.839 -1.610 -0.352 0.0316
H -1.991 -4.408 -4.630 0.1081
H -1.479 6.082 -1.131 0.1293
H 1.231 2.571 3.748 0.1097
Rh 0.050 -0.021 0.097 1.2916
C -2.111 2.837 4.163 -0.0694
C 0.200 2.786 3.512 -0.0734
C 1.469 -0.085 2.795 -0.6233
C -1.864 4.323 0.744 -0.3050
C -0.129 3.291 2.266 -0.0158
H -1.031 -4.035 -6.878 0.1041
C 0.755 1.440 -2.502 -0.1538
H 0.101 -0.389 5.215 0.1335
Te 2.429 -3.645 -1.986 1.2841
H -0.571 -4.238 -2.642 0.0985
C 0.007 -0.465 3.096 -0.1559
O 2.266 -0.030 3.709 0.0772
C 0.934 -3.635 -6.130 -0.0898
```



Record 3
The following is a quantum chemistry calculation of C36H28BrCl3FNO6SeTc as an isolated structure, from OMol25.

For the frontier orbital gap (spin up / spin down), the calculation gives 7.24 / 6.47 eV. As for the energy relative to the best compared isomer or geometry (same formula, charge and spin): 2.097 eV. As for the spin multiplicity: 4. Its LUMO energy (spin up / spin down) is -0.48 / -1.24 eV.

```
78
Properties=species:S:1:pos:R:3:mulliken_spin:R:1
H 5.982 4.180 -2.312 0.0000
H 0.588 -3.802 -2.187 0.0052
H 2.421 -5.310 3.451 0.0011
H 5.981 5.252 -0.903 0.0000
H 8.051 1.327 0.910 0.0000
H 4.229 4.218 -0.580 0.0002
H 6.863 3.499 0.528 -0.0001
Cl -7.040 -0.607 0.165 0.0013
H 1.195 -4.111 2.989 0.0069
C -2.489 -0.460 -0.079 0.0094
H 7.449 1.949 -2.019 0.0000
C 1.860 -5.379 1.382 0.0380
H 8.630 2.784 -1.006 0.0000
C -0.913 -0.423 4.399 0.0055
C 5.097 -1.656 0.141 0.0024
C 2.288 -8.950 0.136 -0.0051
C 0.305 0.193 4.125 0.0102
H 2.722 -9.283 1.078 -0.0002
C 4.167 3.146 -0.465 0.0003
Cl -2.399 2.173 0.372 -0.0164
C 1.768 3.557 -0.545 -0.0004
H -1.528 -0.742 3.567 -0.0014
H -5.092 -2.648 -0.268 -0.0007
C 0.717 0.367 2.689 0.0041
Cl -2.330 -3.128 -0.477 0.0094
C 1.478 -6.838 -0.957 -0.0312
O 1.772 -0.048 2.274 0.0195
C 0.626 -4.887 -2.232 0.0119
H 7.237 -1.639 0.222 0.0004
O 1.965 4.703 -0.874 0.0168
H 2.568 -7.213 2.209 -0.0002
C -3.203 -1.656 -0.222 0.0098
Tc -0.156 1.300 0.043 1.8649
C 6.498 4.421 -1.381 0.0001
C 1.353 -4.743 0.226 -0.1031
N 5.306 2.461 -0.407 -0.0014
H 7.503 4.761 -1.627 0.0000
C 2.910 2.597 -0.406 -0.0139
C -0.533 -0.203 6.755 0.0002
H 1.329 -7.408 -1.869 0.0005
C 4.017 0.430 -0.201 0.0723
O 1.692 0.563 -0.334 -0.0062
C 2.784 1.193 -0.317 0.0096
H -5.202 1.577 0.447 -0.0005
H 1.383 -9.533 -0.044 0.0059
C 6.345 -1.037 0.103 -0.0015
H 2.990 -9.184 -0.665 0.0054
C 1.092 0.609 5.191 -0.0018
F 5.055 -2.985 0.335 0.0005
H 1.300 0.771 7.312 -0.0001
H 2.865 -3.863 2.538 -0.0001
H -0.386 -5.252 -2.423 0.0025
C 1.168 -5.484 -0.960 0.0850
H -2.270 -1.129 5.898 0.0000
C 2.168 -6.729 1.325 -0.0368
C 5.260 1.071 -0.231 -0.0033
C 7.683 2.245 -0.992 -0.0001
H 1.245 -5.184 -3.080 0.0011
C -3.278 0.667 0.164 0.0126
O -1.179 -0.407 -0.184 0.0342
C 3.939 -0.955 -0.003 -0.1981
C -4.582 -1.702 -0.150 -0.0084
H 2.972 -1.430 0.057 0.1231
C -5.305 -0.542 0.082 0.0128
C -4.655 0.666 0.252 -0.0080
C 6.442 0.323 -0.071 -0.0008
H 8.543 0.331 -0.452 -0.0001
Br 2.753 1.485 4.914 0.0000
C 7.773 1.018 -0.102 -0.0005
C 2.098 -4.628 2.665 0.0237
C 6.606 3.191 -0.489 0.0003
C 1.976 -7.478 0.169 0.0802
H -0.855 -0.346 7.778 0.0000
C 0.677 0.424 6.500 -0.0001
C -1.328 -0.634 5.703 0.0010
O 0.565 3.086 -0.279 0.0431
O -0.216 1.002 2.008 -0.0085
Se 0.922 -2.911 0.310 0.9176
```



| no. | calculated total energy (eV) | largest force on an atom (eV/A) |
| --- | --- | --- |
| 1 | -194485.3759 | 0.7 |
| 2 | -65383.3182 | 3.5 |
| 3 | -229435.6585 | 0.7 |